Entry 1:
{"formula": "C10H15Br", "method": "ωB97M-V/def2-TZVPD", "species": ["Br", "C", "C", "C", "C", "C", "C", "C", "C", "C", "C", "H", "H", "H", "H", "H", "H", "H", "H", "H", "H", "H", "H", "H", "H", "H"], "positions_angstrom": [[-2.608, 0.611, 0.159], [-0.965, 2.583, -1.680], [-0.156, 1.707, -1.125], [0.050, -1.284, 1.150], [0.124, -2.812, 1.396], [-0.478, 0.757, 0.074], [1.354, 1.544, -1.593], [0.011, 1.141, 1.475], [-0.031, -0.701, -0.077], [-0.126, -1.462, -1.354], [-0.018, -0.231, 2.206], [-0.789, 1.804, 1.928], [-0.708, 3.020, -2.685], [1.625, 0.612, -1.138], [-0.723, -0.910, -1.958], [0.829, -0.492, 2.890], [-0.513, -2.498, -1.139], [1.167, -3.183, 1.488], [1.963, 2.324, -1.224], [-0.913, -0.277, 2.820], [0.854, -1.463, -1.869], [1.457, 1.390, -2.759], [-0.194, -3.035, 2.412], [1.063, 1.418, 1.260], [-1.942, 2.728, -1.285], [-0.334, -3.293, 0.629]], "atomic_forces_ev_per_a": [[-0.78, -0.31, 0.38], [0.23, 0.03, -1.59], [2.01, -1.05, 0.60], [0.03, -3.61, 5.23], [2.26, 3.38, 2.53], [1.81, -1.66, -1.82], [-2.52, -1.29, -2.07], [-0.95, -0.94, -0.32], [-1.56, 4.68, -5.13], [1.91, -1.42, 2.20], [1.01, -0.64, 0.56], [1.88, -0.03, -0.37], [-0.10, -0.02, 1.43], [0.82, -0.43, 0.11], [-2.24, 1.29, -2.15], [-0.40, 0.88, -0.09], [0.47, 1.09, -0.72], [-0.04, 0.32, -0.60], [0.64, 0.90, 0.17], [-0.28, -0.30, 0.13], [-0.22, -0.52, 0.28], [-0.24, 0.64, 2.28], [-0.88, -0.15, -0.18], [-0.66, 0.83, 0.91], [-0.67, 0.16, -0.02], [-1.54, -1.81, -1.76]], "de_lowest_kj_mol": 0.0, "s_squared": 2.01, "spin_multiplicity": 3, "homo_energy_ev": [-5.1, -9.3], "max_force_ev_per_a": 7.12, "homo_lumo_gap_ha": [0.2171, 0.2597], "energy_ev": -80650.292}


Entry 2:
{"formula": "CH4OS", "method": "ωB97M-V/def2-TZVPD", "species": ["S", "O", "C", "H", "H", "H", "H"], "positions_angstrom": [[-1.449, -3.207, 0.631], [0.943, 1.653, -0.122], [1.059, 2.470, -0.988], [-1.831, -4.122, 1.542], [0.785, 3.563, -0.945], [1.685, 2.211, -1.891], [-1.192, -2.569, 1.773]], "atomic_forces_ev_per_a": [[-0.12, -0.28, 0.78], [-0.88, -3.34, 4.31], [1.14, 3.34, -4.48], [-0.24, -0.59, -0.60], [-0.06, -0.39, 0.24], [-0.20, 0.37, -0.05], [0.37, 0.89, -0.20]], "de_lowest_kj_mol": 58.7, "total_charge": -1, "s_squared": 0.75, "spin_multiplicity": 2, "homo_energy_ev": [1.3, -2.9], "max_force_ev_per_a": 5.71, "homo_lumo_gap_ha": [0.0701, 0.2190], "energy_ev": -13982.095}


Entry 3:
{"formula": "C11H13ClN2O2Pb", "method": "ωB97M-V/def2-TZVPD", "species": ["Pb", "Cl", "O", "O", "N", "N", "C", "C", "C", "C", "C", "C", "C", "C", "C", "C", "C", "H", "H", "H", "H", "H", "H", "H", "H", "H", "H", "H", "H", "H"], "positions_angstrom": [[1.089, -0.500, -0.773], [1.667, 1.637, 3.807], [-1.872, 0.657, -2.599], [-0.819, 1.025, 1.972], [-3.472, -1.887, 0.246], [-1.085, -1.416, -0.188], [3.577, 1.029, -0.264], [-0.790, 0.550, -2.243], [-2.224, -1.597, 0.051], [1.814, 2.513, -0.282], [2.060, 2.132, -1.634], [2.720, 1.821, 0.545], [-4.538, -0.944, -0.124], [0.060, 0.743, 1.311], [4.676, 0.151, 0.208], [-3.837, -3.092, 0.996], [3.162, 1.223, -1.629], [1.558, 2.540, -2.512], [-4.418, -0.625, -1.169], [-3.442, -3.994, 0.507], [-4.514, -0.053, 0.525], [1.091, 3.258, 0.047], [2.796, 1.894, 1.639], [4.743, -0.780, -0.371], [-4.926, -3.151, 1.029], [5.634, 0.680, 0.104], [-3.441, -3.052, 2.020], [-5.494, -1.459, -0.001], [3.683, 0.799, -2.487], [4.541, -0.100, 1.268]], "atomic_forces_ev_per_a": [[0.78, -0.23, 0.29], [0.03, 0.01, 0.36], [3.38, -0.12, 0.91], [1.75, -0.31, -1.14], [0.38, 0.27, -0.02], [-1.31, 0.07, 0.29], [-0.58, 0.54, 1.84], [-4.02, 0.32, -1.29], [0.58, -0.36, -0.47], [0.41, 0.09, 0.63], [1.25, -1.39, -1.22], [0.91, -0.64, 0.42], [-0.04, 0.87, -0.25], [-2.50, 0.30, 1.40], [-0.06, -0.09, 0.18], [0.33, -0.89, 0.57], [-1.48, 1.46, -1.48], [0.27, -0.15, 0.27], [-0.12, -0.18, 0.34], [-0.16, 0.32, 0.07], [-0.10, -0.39, -0.19], [0.14, -0.19, -0.10], [-0.05, 0.04, -0.85], [0.08, 0.27, 0.04], [0.25, 0.00, 0.00], [-0.08, -0.15, -0.03], [-0.22, 0.03, -0.26], [0.27, 0.18, -0.12], [-0.25, 0.20, 0.10], [0.14, 0.11, -0.26]], "de_lowest_kj_mol": 85.8, "total_charge": 2, "spin_multiplicity": 1, "homo_energy_ev": [-15.7, -15.8], "max_force_ev_per_a": 4.23, "homo_lumo_gap_ha": [0.2294, 0.2256], "energy_ev": -36442.065}